104
Properties=species:S:1:pos:R:3:forces:R:3 method="wB97M-V/def2-TZVPD" relative_energy_kcal_mol=37.4 e_homo_ev=-3.66 charge=-1 homo_lumo_gap_ha=0.2116
Ir 0.6597 1.7237 0.2643 0.8 2.5 -1.7
Br 5.6307 2.6130 0.5039 -0.1 0.0 0.1
C 4.4612 2.1615 1.9251 0.0 0.0 -0.2
C 4.9558 2.0096 3.2131 -0.4 -0.1 0.3
C 4.0999 1.6620 4.2353 0.4 0.0 0.2
Br 4.8412 1.4476 5.9830 0.0 0.0 0.0
C 2.7150 1.4788 4.0415 0.3 0.1 -0.4
C 1.7853 1.1319 5.0328 -0.9 -0.1 -0.2
C 0.4543 1.0434 4.6748 0.8 0.0 1.0
C 0.0617 1.2831 3.3700 -0.2 0.3 -1.2
N 0.9123 1.5678 2.3911 -0.2 -0.3 0.5
C 2.2349 1.6636 2.7176 -0.3 -0.1 0.5
C 3.1067 1.9625 1.6335 0.2 0.1 -1.0
O 2.6268 2.0027 0.4413 1.7 0.2 0.6
H 6.0069 2.1545 3.4154 0.0 0.0 0.0
H 2.0992 0.9485 6.0495 0.1 0.0 0.0
H -0.2886 0.8099 5.4255 -0.1 0.0 -0.1
H -0.9774 1.2751 3.0854 0.0 -0.1 -0.1
S 1.2437 4.8275 -3.1790 0.0 0.1 0.1
C 0.9858 3.7909 -1.9108 0.1 0.1 -0.9
S 1.0999 2.0876 -2.0741 -0.4 -0.3 1.0
S 0.5324 4.3011 -0.3460 0.1 -2.5 1.2
O 0.9596 -0.8466 0.0376 -0.3 0.7 0.4
P 1.8507 -1.7421 -0.7325 0.6 -0.7 -0.5
N 1.9900 -1.3479 -2.3243 -0.1 0.1 0.4
C 3.1283 -1.4247 -3.2308 0.1 0.0 -0.1
C 2.4782 -1.6572 -4.5931 -0.1 0.1 0.1
C 1.1954 -0.8270 -4.4804 0.1 -0.1 0.1
C 0.7362 -1.1014 -3.0511 -0.2 0.0 -0.1
N 1.2667 -3.3001 -0.6162 -0.1 0.3 0.0
C -0.1017 -3.6231 -0.2317 -0.1 0.0 0.2
C -0.0559 -5.1419 -0.1075 0.0 0.1 -0.1
C 0.8427 -5.5371 -1.2855 0.0 0.1 0.1
C 1.8707 -4.3974 -1.3649 0.2 -0.1 0.0
N 3.4343 -1.9409 -0.2082 -0.6 0.2 0.0
C 3.4689 -2.3641 1.2072 0.1 -0.2 0.2
C 4.9080 -2.0832 1.6713 0.0 0.0 -0.1
C 5.5048 -1.1706 0.5814 0.0 0.0 0.0
C 4.2994 -0.7497 -0.2541 0.2 0.1 0.0
H 3.8208 -2.2145 -2.9325 0.0 0.0 0.0
H 3.6660 -0.4692 -3.2487 0.0 -0.1 0.0
H 2.2334 -2.7155 -4.7229 0.0 0.0 0.0
H 3.1213 -1.3415 -5.4140 0.0 0.0 0.0
H 0.4400 -1.0996 -5.2162 0.0 0.0 0.0
H 1.4280 0.2341 -4.5836 0.0 0.0 0.0
H 0.0844 -1.9868 -3.0079 0.0 0.0 0.0
H 0.1979 -0.2598 -2.6157 -0.1 0.0 0.0
H -0.8312 -3.3293 -0.9992 0.0 0.0 0.1
H -0.3592 -3.1109 0.6938 0.0 0.0 -0.1
H -1.0444 -5.5970 -0.1632 0.0 0.0 0.1
H 0.4131 -5.4230 0.8375 0.0 0.0 0.0
H 0.2503 -5.5743 -2.2017 0.0 0.0 0.0
H 1.3180 -6.5075 -1.1463 0.0 0.0 -0.1
H 2.0778 -4.1177 -2.4045 0.0 0.0 0.0
H 2.8239 -4.6777 -0.9040 0.0 0.0 -0.1
H 3.1897 -3.4153 1.2856 0.0 0.0 0.0
H 2.7602 -1.7740 1.8024 0.0 0.0 0.0
H 5.4818 -3.0063 1.7574 0.0 0.0 0.1
H 4.9036 -1.5952 2.6456 0.0 0.0 0.0
H 6.2079 -1.7276 -0.0400 0.0 0.0 0.0
H 6.0260 -0.3090 0.9959 0.0 0.0 0.0
H 4.5656 -0.4907 -1.2766 0.0 0.0 0.0
H 3.7955 0.1073 0.1955 0.0 0.0 -0.1
C -3.3357 -0.1419 2.3215 0.0 0.1 0.0
C -3.4343 -0.2395 0.7973 -0.1 0.3 -0.2
C -2.4608 -1.3518 0.3829 0.0 0.1 0.0
C -4.8730 -0.6205 0.4407 0.1 0.0 0.1
P -2.7777 1.4059 0.0250 1.8 0.1 -0.1
N -1.2449 1.4237 0.1242 -3.0 -0.7 0.1
C -3.5538 2.9085 0.9414 -0.2 -0.4 -0.2
C -3.3453 4.1439 0.0614 0.0 0.0 0.0
C -2.7195 3.1388 2.2031 0.1 0.0 0.0
C -5.0388 2.7800 1.2851 0.1 0.0 0.0
C -3.3567 1.4314 -1.8117 -0.3 0.1 0.4
C -2.9954 0.0683 -2.4121 0.0 0.0 0.0
C -4.8408 1.7276 -2.0427 0.1 -0.1 0.0
C -2.5048 2.4638 -2.5508 0.0 0.0 0.0
H -3.6746 -1.0850 2.7614 0.0 0.0 0.0
H -3.9481 0.6542 2.7393 0.0 0.0 0.0
H -2.2988 0.0064 2.6103 0.0 0.0 0.1
H -2.4683 -2.1420 1.1410 -0.1 0.0 0.0
H -1.4458 -0.9531 0.3157 0.0 0.0 0.0
H -2.7245 -1.8067 -0.5702 0.0 0.0 0.0
H -5.1308 -1.5451 0.9678 0.0 0.0 0.0
H -5.0027 -0.8078 -0.6231 0.0 0.0 0.0
H -5.5830 0.1482 0.7495 -0.1 0.0 0.0
H -2.3109 4.1959 -0.2767 0.0 0.1 -0.1
H -3.5458 5.0453 0.6488 0.0 0.0 0.1
H -4.0144 4.1593 -0.7969 0.0 0.0 0.0
H -1.6601 3.1374 1.9417 0.0 0.0 0.0
H -2.8946 2.3886 2.9729 0.0 0.0 0.0
H -2.9627 4.1169 2.6288 -0.1 0.0 0.0
H -5.6416 2.5785 0.3991 0.0 0.0 0.0
H -5.3868 3.7235 1.7184 0.0 0.0 0.0
H -5.2295 1.9962 2.0181 0.0 0.0 0.0
H -3.6836 -0.7209 -2.1121 0.0 0.0 0.0
H -1.9802 -0.2064 -2.1210 0.0 0.0 0.0
H -3.0279 0.1345 -3.5035 0.0 0.0 0.0
H -5.4957 1.0649 -1.4764 0.0 0.0 -0.1
H -5.0670 1.5947 -3.1059 0.0 0.0 0.0
H -5.0869 2.7571 -1.7860 0.0 0.0 0.0
H -1.4564 2.3263 -2.2982 0.1 0.0 0.0
H -2.7793 3.4898 -2.3244 0.0 0.0 0.0
H -2.6128 2.3210 -3.6303 -0.1 0.0 0.0

20
Properties=species:S:1:pos:R:3:forces:R:3 method="wB97M-V/def2-TZVPD" relative_energy_kcal_mol=15.2 e_homo_ev=-15.20 smiles="CC(C)[C@H]([NH3+])C(=O)O" charge=+1 homo_lumo_gap_ha=0.4209
C 1.4673 -1.1361 0.8401 -0.5 -0.7 0.7
C 0.7924 0.1960 0.4732 -0.5 -0.1 0.2
C -0.0967 0.5955 1.6451 -0.5 0.1 0.9
C 0.0030 0.0153 -0.8629 -0.3 0.4 1.1
N 0.0257 1.2463 -1.7149 0.4 0.9 -1.6
C -1.4609 -0.3315 -0.6400 0.0 -0.4 -0.2
O -2.2999 0.4676 -0.3457 0.0 0.3 -0.2
O -1.6467 -1.6317 -0.8306 0.1 -0.1 0.3
H 1.6512 -1.8786 0.0624 -0.1 0.4 -0.4
H 0.7240 -1.5814 1.5066 0.1 -0.5 -0.1
H 2.3645 -1.1496 1.4552 0.1 0.8 -0.1
H 1.4304 1.0691 0.3064 0.6 -0.4 0.0
H -0.9059 -0.0808 1.9465 0.0 -0.3 -0.9
H -0.5880 1.5525 1.4932 0.2 0.3 0.2
H 0.4563 0.5638 2.5873 0.5 0.6 -0.3
H 0.4956 -0.7767 -1.3611 0.3 -0.5 -1.0
H -0.8860 1.5703 -2.0607 -0.3 -0.1 0.8
H 0.5141 1.1062 -2.6080 0.2 -0.4 0.3
H 0.5061 2.0626 -1.3253 -0.2 -0.2 0.5
H -2.5464 -1.8787 -0.5668 -0.2 0.0 0.0

10
Properties=species:S:1:pos:R:3:forces:R:3 method="wB97M-V/def2-TZVPD" relative_energy_kcal_mol=142.0 e_homo_ev="-13.06 / -13.06" charge=+1 homo_lumo_gap_ha="0.2491 / 0.2491"
C -1.0500 0.5624 0.9898 -0.4 0.6 -0.4
C -0.3327 1.3015 3.2916 2.0 -0.1 2.4
C -0.9317 -0.1173 -0.3434 -1.4 -0.3 -2.3
N 1.1014 -0.1547 1.4311 1.2 0.3 1.4
N 0.0844 0.0132 0.7345 -1.0 0.4 1.5
O 0.4353 1.2358 4.1376 -1.5 0.1 -1.7
S -1.6555 1.6197 2.3758 0.7 -1.3 -2.1
H -1.5028 -1.0641 -0.5554 0.9 0.6 0.7
H -0.7205 0.3868 -1.3330 0.0 0.0 1.4
H 1.9546 -0.5982 1.1104 -0.5 -0.2 -1.0

13
Properties=species:S:1:pos:R:3:forces:R:3 method="wB97M-V/def2-TZVPD" multiplicity=3 e_homo_ev="-5.35 / -9.56" homo_lumo_gap_ha="0.2192 / 0.2250"
C 1.3753 2.0543 -0.4961 0.9 0.3 0.3
C 1.0740 -1.7429 1.0169 -1.1 0.6 -1.7
C -0.3096 -0.1000 -0.2735 -0.3 -4.3 6.6
C -0.3478 0.4053 -1.4306 0.6 2.7 -4.1
C -1.2805 0.1843 0.8380 -0.2 -2.0 0.3
N 0.6177 -1.1655 0.0382 0.2 0.8 0.8
O 2.3539 1.5487 -0.2292 -0.5 0.2 -0.2
O 1.5232 -2.4484 1.8200 0.3 0.0 0.4
I 0.6901 -0.5884 -3.0197 0.8 -1.3 -2.0
H -1.0822 1.0867 -1.7090 -1.1 1.2 -0.4
H -0.7455 0.0269 1.7726 -0.3 -0.3 0.3
H -2.2280 -0.4189 0.7770 1.0 0.0 0.1
H -1.6404 1.1579 0.8954 -0.3 2.0 -0.4

101
Properties=species:S:1:pos:R:3:forces:R:3 method="wB97M-V/def2-TZVPD" relative_energy_kcal_mol=71.9 e_homo_ev=-7.10 homo_lumo_gap_ha=0.2714
K 0.1913 -0.0765 -0.7692 -0.2 0.0 -0.4
C -0.4511 0.4770 -4.1365 -0.5 -4.0 1.7
O -0.1571 1.5555 -3.2526 0.1 0.3 0.1
O -0.6382 -0.6462 -3.3237 -0.5 2.1 -1.6
C -1.6735 0.8523 -5.0910 1.2 1.6 0.8
F -2.3071 -0.0838 -5.7486 0.3 -1.4 -0.5
F -2.6000 1.5053 -4.4246 -1.6 0.5 1.8
F -1.3037 1.8095 -5.9971 0.9 -0.4 -0.8
C 0.6267 2.5968 -3.7483 0.3 1.1 -0.7
C 1.0690 3.5240 -2.6502 -0.8 -0.3 0.7
H 0.1407 3.9506 -2.2701 0.2 0.6 0.2
H 1.5029 2.9923 -1.8034 0.3 -0.1 0.0
H 1.7726 4.2687 -3.0221 -0.2 0.1 0.1
H 0.0367 3.1963 -4.4416 0.0 0.0 -0.3
H 1.5345 2.3155 -4.2820 0.0 -0.9 -0.3
H 0.4039 0.2453 -4.7717 0.4 0.7 -0.7
C -2.1919 -5.1068 0.8060 0.2 -0.3 0.7
O -2.9974 -4.3927 -0.1238 -0.6 1.5 0.0
P -2.9744 -2.7771 0.0182 -0.1 1.4 0.3
O -1.6137 -2.1053 -0.0989 -2.5 -1.4 0.1
O -4.1254 -2.3467 -1.0924 1.0 -0.4 2.9
C -3.7851 -2.4145 -2.4418 1.6 -0.2 -2.4
O -3.6483 -2.4993 1.5089 0.5 -1.9 -2.6
C -3.9170 -1.2391 2.0508 0.5 1.6 0.5
H -2.1659 -6.1830 0.6352 0.1 0.2 -1.1
H -2.6556 -5.1180 1.7924 0.2 0.8 0.2
H -1.2106 -4.6347 0.7577 0.2 -0.5 0.5
H -2.7374 -2.6858 -2.5711 0.2 0.1 0.0
H -3.8643 -1.4893 -3.0126 -0.2 0.5 0.7
H -4.3348 -3.1207 -3.0640 -0.5 -0.4 0.8
H -3.6869 -1.2150 3.1160 0.0 -0.6 0.0
H -4.9530 -0.9168 1.9458 0.0 -0.3 -0.4
H -3.2413 -0.4892 1.6397 -0.2 0.1 -0.3
C 3.2099 -0.2142 -3.5219 0.2 1.1 -0.7
O 3.8001 -1.4667 -3.2023 0.3 -0.7 0.6
P 3.2125 -2.2810 -1.9777 0.0 -1.4 -0.8
O 3.1002 -1.5149 -0.7298 0.2 -0.6 0.1
O 4.1124 -3.6881 -1.8781 -1.6 3.9 1.7
C 4.3743 -4.5245 -2.9343 0.4 -1.0 -1.4
O 1.8099 -2.6836 -2.6300 1.4 0.3 0.6
C 1.1108 -3.8575 -2.3084 -1.0 -0.6 -0.5
H 2.2923 0.0778 -3.0110 -0.1 -0.6 0.3
H 2.9816 -0.2107 -4.5877 0.1 -0.1 0.0
H 3.9492 0.5624 -3.3258 0.0 0.0 0.0
H 4.3011 -5.5411 -2.5480 -0.1 -0.1 -0.3
H 5.3890 -4.3879 -3.3082 0.1 0.1 0.0
H 3.7004 -4.3639 -3.7759 -0.2 -0.2 0.0
H 0.7599 -4.2068 -3.2795 -0.2 -0.3 0.2
H 0.2406 -3.6388 -1.6896 0.0 0.1 0.1
H 1.7136 -4.6339 -1.8375 0.2 0.1 0.0
C 0.9798 3.8518 2.4273 -0.1 0.9 -1.3
O 1.9368 2.9134 2.9088 0.8 -1.0 0.2
P 2.7820 1.9205 1.9630 -0.9 0.1 -1.6
O 1.9944 1.4749 0.7352 1.9 0.7 2.3
O 3.2787 0.7921 2.9824 -2.1 2.1 -0.4
C 4.0501 -0.3351 2.6816 1.2 -0.4 0.0
O 4.1337 2.7773 1.6921 -1.0 -0.4 -0.7
C 4.9625 2.5835 0.5075 -0.3 -0.7 0.7
H -0.0609 3.5522 2.5509 0.3 -0.5 0.2
H 1.1402 4.0849 1.3747 -0.1 -0.6 -0.3
H 1.0947 4.8513 2.8466 0.4 -0.4 0.9
H 4.0693 -0.6385 1.6348 -0.6 -0.1 -0.1
H 3.6896 -1.1083 3.3600 0.2 -0.2 -0.4
H 5.0782 -0.0627 2.9202 0.2 -0.3 0.2
H 5.6924 1.8178 0.7704 0.4 0.3 0.0
H 5.4171 3.5472 0.2780 -0.1 -0.2 0.0
H 4.4141 2.1531 -0.3305 -0.4 0.4 0.0
C -3.6707 1.6169 -1.6765 0.1 0.9 -1.6
O -3.9696 1.8046 -0.3067 1.4 0.9 2.5
P -2.8306 2.5628 0.6546 -0.5 -1.5 -1.4
O -1.4630 2.0740 0.2963 -1.5 1.0 0.9
O -3.1138 4.1456 0.5075 -0.6 -1.6 1.7
C -2.7446 4.9458 -0.5805 1.5 -0.3 -1.0
O -3.2868 2.2356 2.1813 1.3 -0.4 -2.8
C -4.4464 2.7789 2.7527 -0.4 1.5 0.6
H -4.0940 2.4609 -2.2210 -0.3 0.0 -0.1
H -4.1142 0.7179 -2.1046 0.0 -0.1 0.6
H -2.6190 1.6510 -1.9610 0.2 -0.4 0.6
H -1.9883 4.3871 -1.1318 0.0 0.1 -0.5
H -2.2048 5.8173 -0.2101 -0.5 0.2 0.0
H -3.5693 5.1764 -1.2549 -0.1 0.1 0.4
H -5.0960 3.2656 2.0253 -0.1 -0.4 -0.1
H -4.0745 3.5891 3.3799 -0.4 0.0 0.4
H -4.9799 2.0444 3.3561 0.2 -0.1 -0.2
C 1.7346 -0.8084 6.4297 1.1 -0.8 -0.1
O 0.6326 -0.4485 5.6551 -1.8 0.0 -1.3
P -0.0862 -1.5146 4.6795 1.4 2.0 -1.1
O -0.7200 -2.6181 5.3682 -0.3 -0.6 -0.1
O -1.1080 -0.5761 3.8114 1.3 -1.3 1.2
C -0.5183 0.4268 2.9748 0.4 0.3 -0.4
O 1.1954 -1.8888 3.6563 -1.3 1.3 2.4
C 0.8947 -2.4978 2.4409 -0.4 -0.9 -1.0
H 2.6165 -0.5365 5.8497 0.3 0.0 0.3
H 1.7391 -1.8875 6.5834 0.1 -0.1 0.2
H 1.7447 -0.3069 7.3974 -0.3 0.1 -0.2
H -1.0154 1.3835 3.1350 -0.1 -0.2 0.1
H -0.6348 0.1307 1.9323 -0.2 0.0 0.1
H 0.5472 0.5435 3.1726 -0.1 0.0 0.1
H -0.1791 -2.6797 2.3971 0.0 -0.2 -0.5
H 1.4416 -3.4348 2.3356 -0.1 -0.2 0.3
H 1.2258 -1.9113 1.5839 -0.1 0.5 0.1

7
Properties=species:S:1:pos:R:3:forces:R:3 method="wB97M-V/def2-TZVPD" relative_energy_kcal_mol=52.7 e_homo_ev=-9.42 homo_lumo_gap_ha=0.3848
H -1.5059 -0.6263 -0.2544 -4.6 0.3 -6.2
N -0.9534 -0.5951 0.4458 -0.2 -2.8 7.6
C 0.1162 -0.0569 0.4212 3.5 0.5 -0.2
N 0.6976 0.4768 -0.6409 3.9 4.9 -3.4
H 0.9284 -0.1910 1.1170 -0.4 0.1 1.6
H 0.2522 0.6941 -1.5357 -0.5 -0.5 0.8
H 1.4185 1.2928 -0.4887 -1.7 -2.5 0.0